ORCA calculation (ωB97M-V/def2-TZVPD) on C18H13F8NOPPdSSe2Te as an isolated structure.

CARTESIAN COORDINATES (ANGSTROEM)
Pd1 1.0581 0.3352 -1.6969
F1 5.6503 4.2685 -1.6276
C1 4.8387 3.7220 -2.5620
F2 3.7606 4.4988 -2.6498
F3 5.5083 3.8365 -3.7336
C2 4.5344 2.2901 -2.2488
C3 5.6106 1.4277 -2.0818
C4 5.4149 0.0877 -1.7906
C5 4.1091 -0.3678 -1.6799
N1 3.0942 0.4569 -1.8538
C6 3.2421 1.7720 -2.1214
S1 1.6607 2.4802 -2.2156
H1 6.6145 1.8233 -2.1785
H2 6.2450 -0.5883 -1.6534
H3 3.8560 -1.3957 -1.4522
Se1 -1.3836 0.6021 -1.5426
P1 -1.3334 0.2225 0.6296
Se2 0.6455 0.1529 1.3973
C7 -2.2891 -1.2894 0.9897
C8 -3.0363 -1.9468 0.0231
C9 -3.7431 -3.0950 0.3566
C10 -3.7071 -3.5841 1.6524
C11 -2.9569 -2.9278 2.6208
C12 -2.2467 -1.7866 2.2900
C13 -2.3525 1.4905 1.4639
C14 -3.4898 2.0037 0.8481
C15 -4.2952 2.9110 1.5189
C16 -3.9700 3.3093 2.8085
C17 -2.8333 2.8035 3.4223
C18 -2.0227 1.8985 2.7509
H4 -3.0336 -1.5825 -0.9964
H5 -4.3059 -3.6174 -0.4065
H6 -4.2494 -4.4864 1.9067
H7 -2.9103 -3.3180 3.6298
H8 -1.6265 -1.2949 3.0295
H9 -3.7352 1.7033 -0.1637
H10 -5.1748 3.3130 1.0315
H11 -4.5980 4.0206 3.3308
H12 -2.5703 3.1210 4.4237
H13 -1.1167 1.5188 3.2069
F4 -0.5815 -3.9034 -2.1285
Te1 1.0076 -3.4256 -1.2690
F5 0.9701 -5.1674 -0.5835
F6 2.6026 -3.2681 -0.2858
F7 0.0238 -3.0090 0.2522
F8 1.9789 -4.2161 -2.6610
O1 1.1359 -1.7994 -2.0003

Calculated values
HOMO: -4.8124 eV
max |F|: 0.4 eV/Å
ΔE to the lowest compared entry with this formula, charge and spin: 12.5 kcal/mol
charge: -1
E_tot: -205750.568 eV

ORCA calculation (ωB97M-V/def2-TZVPD) on C18H13N2O2RhSSe2Te3 as an isolated structure.

CARTESIAN COORDINATES (ANGSTROEM)
Rh1 -1.1944 0.7273 -1.3680
O1 -1.0542 2.7693 -0.9821
C1 -0.0948 3.4273 -1.5468
C2 -0.3483 4.7329 -2.0441
C3 0.6495 5.5098 -2.5836
C4 1.9708 5.0508 -2.6526
C5 2.2470 3.7848 -2.1779
C6 1.2497 2.9562 -1.6587
C7 1.6146 1.6820 -1.0757
N1 0.7724 0.7539 -0.8348
N2 1.1506 -0.2177 0.0882
C8 0.0979 -0.4950 0.8183
O2 -1.0846 -0.0291 0.6546
C9 0.3448 -1.3741 2.0039
C10 -0.6175 -1.4494 3.0046
C11 -0.4176 -2.2625 4.1109
C12 0.7429 -3.0171 4.2207
C13 1.7032 -2.9481 3.2187
C14 1.5088 -2.1281 2.1181
H1 -1.3754 5.0739 -2.0043
H2 0.4028 6.4936 -2.9708
H3 2.7554 5.6723 -3.0666
H4 3.2641 3.4037 -2.2098
H5 2.6287 1.5431 -0.6991
H6 -1.5225 -0.8681 2.8831
H7 -1.1754 -2.3169 4.8845
H8 0.8942 -3.6644 5.0775
H9 2.6023 -3.5497 3.2889
H10 2.2398 -2.0695 1.3233
Se1 -0.8955 1.1225 -3.7722
Te1 -2.8300 2.4966 -4.7181
Te2 -4.1097 2.9988 -2.3944
Se2 -3.6595 0.7229 -1.5114
Te3 -1.3156 -1.7832 -2.3560
C15 -0.9733 -3.0746 -0.7191
C16 -1.6638 -3.2580 0.4446
C17 -1.1582 -4.3100 1.2594
C18 -0.0772 -4.9270 0.7076
S1 0.3308 -4.2014 -0.7950
H11 -2.5200 -2.6489 0.7033
H12 -1.5781 -4.5817 2.2191
H13 0.4955 -5.7477 1.1118

Calculated values
HOMO: -1.0120 eV
max |F|: 0.6 eV/Å
ΔE to the lowest compared entry with this formula, charge and spin: 13.0 kcal/mol
charge: -2
E_tot: -192371.489 eV

ORCA calculation (ωB97M-V/def2-TZVPD) on C18H14BF4MnO7PS2 as an isolated structure.

CARTESIAN COORDINATES (ANGSTROEM)
Mn1 0.0629 -0.0779 0.0507
O1 2.0997 2.2680 -1.6266
S1 1.7124 1.7511 -0.3616
O2 2.3723 2.1861 0.8178
O3 1.7635 0.1314 -0.4224
O4 0.1662 1.7617 -0.1829
O5 -0.6833 -0.3020 -1.8063
S2 -2.1160 -0.3980 -1.3411
O6 -3.0745 0.3551 -2.0562
O7 -1.9580 -0.1193 0.1271
C1 -2.4776 -2.1052 -1.4346
C2 -3.6084 -2.5346 -2.1022
C3 -3.8552 -3.8973 -2.1757
C4 -2.9730 -4.7984 -1.5970
C5 -1.8384 -4.3517 -0.9309
C6 -1.5822 -2.9936 -0.8323
P1 -0.0844 -2.4242 0.0493
C7 -0.2045 -3.0958 1.7082
C8 -1.4398 -3.4308 2.2581
C9 -1.5102 -3.8662 3.5727
C10 -0.3552 -3.9565 4.3359
C11 0.8738 -3.5980 3.7965
C12 0.9525 -3.1580 2.4864
C13 1.2914 -3.2274 -0.7976
C14 1.8275 -2.6056 -1.9270
C15 2.8350 -3.2330 -2.6419
C16 3.3110 -4.4704 -2.2317
C17 2.7829 -5.0878 -1.1040
C18 1.7733 -4.4691 -0.3828
H1 -4.2722 -1.8084 -2.5576
H2 -4.7363 -4.2558 -2.6933
H3 -3.1665 -5.8622 -1.6637
H4 -1.1559 -5.0656 -0.4838
H5 -2.3447 -3.3434 1.6707
H6 -2.4707 -4.1221 4.0036
H7 -0.4143 -4.2919 5.3648
H8 1.7697 -3.6377 4.4042
H9 1.9072 -2.8473 2.0765
H10 1.4667 -1.6370 -2.2450
H11 3.2543 -2.7486 -3.5155
H12 4.1039 -4.9542 -2.7895
H13 3.1612 -6.0501 -0.7806
H14 1.3733 -4.9455 0.5054
F1 -1.1331 -0.6422 3.8439
B1 -0.0499 0.1428 3.8870
F2 -0.1986 1.4607 3.8569
F3 1.1117 -0.3784 4.2863
F4 0.4076 -0.0860 1.7876

Calculated values
HOMO (alpha / beta): -10.0088 / -9.9883 eV
max |F|: 1.3 eV/Å
2S+1: 4
⟨S²⟩: 3.841
charge: 0
E_tot: -107057.636 eV

ORCA calculation (ωB97M-V/def2-TZVPD) on one molecule with the formula C18H14BrFN4.

CARTESIAN COORDINATES (ANGSTROEM)
F1 -0.5515 -6.5416 1.3880
Br1 -0.2707 -8.0400 -1.3574
N1 -1.6062 2.1073 0.7083
N2 0.6419 4.8594 -0.1820
N3 0.6893 2.0142 0.1764
C1 -0.4474 2.7004 0.3467
C2 0.6047 6.2015 -0.2898
C3 -1.6602 0.7611 0.7822
C4 -0.4352 4.2086 0.2842
C5 0.6475 0.6759 0.3629
C6 -0.4933 6.9570 0.1349
C7 -1.5781 4.9562 0.7103
C8 -1.6072 6.3289 0.6649
C9 0.3320 -5.3298 -1.9465
C10 0.6300 -3.9734 -1.6909
C11 0.0789 -4.3879 0.6093
C12 -0.1224 -5.7501 0.3730
C13 0.0179 -6.2196 -0.9068
C14 0.4179 -3.4861 -0.4192
C15 -0.5259 -0.0026 0.5772
N4 0.5083 -2.0810 -0.1528
C16 -0.5477 -1.4913 0.7352
C17 1.9073 -0.1000 0.2313
C18 1.6547 -1.2822 -0.6735
H1 1.4781 6.7014 -0.6430
H2 -2.5836 0.2624 1.0133
H3 -0.4923 8.0191 0.0610
H4 -2.4499 4.3934 1.0709
H5 -2.4540 6.9478 0.9952
H6 0.4152 -5.6469 -2.9958
H7 0.8994 -3.3176 -2.5057
H8 -0.0615 -4.0851 1.6245
H9 -1.5568 -1.8623 0.4449
H10 -0.4205 -1.7569 1.7740
H11 2.6876 0.5200 -0.1753
H12 2.2318 -0.4532 1.2268
H13 2.5743 -1.8749 -0.7067
H14 1.4477 -0.9321 -1.6501

Calculated values
HOMO: -8.2572 eV
max |F|: 2.0 eV/Å
SMILES: Fc1cc(N2CCc3nc(-c4ccccn4)ncc3C2)ccc1Br
charge: 0
E_tot: -97613.039 eV